[1]
91
Properties=species:S:1:pos:R:3:forces:R:3 method="wB97M-V/def2-TZVPD" e_tot_ev=-114545.85674 homo_ha=-0.398 charge=+1
I 0.643366 2.755546 3.196934 -0.4 0.8 0.2
I -1.101491 0.952184 -4.420808 0.2 -0.3 0.1
Cl -1.952086 2.361113 -0.538129 0.2 -0.3 -0.2
S 1.605403 0.157289 2.210881 0.2 -1.2 0.7
S 0.897495 -4.281157 -1.099070 0.1 -0.5 -0.1
S -4.830673 -2.635347 1.760737 0.1 1.2 -0.9
O -4.941608 -3.270141 0.492855 -0.1 -0.8 0.2
O -2.803726 0.068533 -2.289323 -1.4 -0.1 0.6
O 3.921616 -0.629941 -2.639934 -0.6 0.9 0.4
O -5.105077 -1.229935 1.764391 -0.1 0.2 0.6
O 1.806954 3.545059 -2.579198 -0.4 -0.5 0.6
O -5.767783 -3.384946 2.795830 0.5 -0.2 0.0
O 3.083208 -3.462319 1.857903 -0.1 0.4 0.1
O 3.085393 -1.318239 -4.602659 -0.8 -0.5 0.0
O 3.677680 2.308546 -1.860776 -0.4 0.1 0.7
N 0.426851 3.322574 0.335912 0.9 -0.6 -0.2
N 1.377347 1.149911 0.723384 -0.2 -0.4 1.0
N 0.440174 -1.857252 0.125600 -0.5 0.0 -0.7
C 1.234442 0.319748 -0.533704 1.0 -0.6 -1.9
C -2.228549 -2.299353 1.284403 1.0 0.1 0.3
C 3.191662 1.618604 -5.226643 0.2 0.3 0.1
C 4.493196 -3.590497 2.074144 0.2 -0.3 -0.4
C 1.220115 1.231673 -1.767545 -0.5 0.7 0.6
C 2.550857 -0.500176 -0.596166 0.6 0.0 -0.1
C 5.252523 -2.867666 0.970952 -0.1 0.1 0.0
C -6.721823 3.337945 0.720487 0.5 -0.1 0.3
C -0.054738 -0.604647 -0.478814 -0.2 0.4 1.7
C -1.189188 1.443259 0.841939 0.1 0.9 0.2
C -2.113608 1.843198 2.010467 -1.0 -0.9 -0.8
C -5.324820 4.908852 1.867298 -0.2 -0.1 -0.1
C -4.363375 3.916696 2.060811 0.0 -0.2 -0.2
C 3.687846 -0.503376 -3.973567 0.6 0.2 -0.5
C 4.278171 0.720916 -4.607592 0.2 -0.3 -0.1
C -5.748694 2.358999 0.899005 -0.1 0.3 0.1
C -6.515182 4.626889 1.207808 0.2 -0.5 -0.1
C -0.727239 -0.970822 -1.816798 0.3 -0.2 -0.9
C 0.626371 -2.910322 -0.424693 0.0 0.2 0.2
C 4.877326 -5.059019 2.140149 -0.1 0.0 0.1
C 2.858784 -1.228423 -1.906948 0.1 -0.9 0.1
C 0.241405 2.105397 1.049383 -0.4 0.5 0.8
C -1.206442 -0.075856 0.509273 0.3 0.0 -0.1
C -1.482423 -1.009685 1.700714 -0.7 -0.2 0.4
C -1.677786 -0.047049 -2.574409 0.8 0.4 -0.5
C -4.549523 2.626411 1.572263 -0.6 0.2 -0.4
C -3.163483 -2.831266 2.381072 -0.4 -0.7 -0.8
C -3.592853 1.469070 1.741565 0.1 0.4 0.4
B 2.302862 2.378929 -2.035228 0.0 0.4 -0.5
H 4.633789 -5.560600 1.199525 0.1 0.1 0.0
H -7.637200 3.072338 0.216275 -0.1 0.1 -0.1
H 2.881721 -3.880188 1.012612 0.0 -0.1 0.0
H -3.452723 4.158630 2.591720 0.0 0.2 0.1
H 2.049418 4.277686 -2.002176 0.3 0.4 -0.6
H 4.699368 -3.114766 3.033530 -0.1 0.0 0.0
H 4.964392 -1.813851 0.932670 0.1 0.0 0.0
H 1.979309 -1.344274 -2.533334 0.0 0.1 -0.2
H 4.894388 0.336973 -5.414972 0.2 0.0 0.0
H 5.019116 -3.305962 -0.004016 0.1 -0.1 0.0
H -0.044243 -1.371974 -2.561303 0.4 0.0 0.1
H -7.287242 5.364073 1.058952 0.1 0.3 0.1
H -1.834613 1.322411 2.917531 0.5 0.4 0.2
H -1.416503 -1.782305 -1.585660 0.1 -0.2 0.2
H 1.412166 3.569963 0.376728 -0.1 0.3 0.1
H 3.270363 2.623824 -4.823757 -0.2 0.1 0.1
H -2.121978 -0.191164 -0.060257 -0.1 0.3 -0.2
H -0.621894 -1.232410 2.320151 0.2 -0.2 -0.1
H 0.269812 1.762151 -1.769891 -0.1 0.1 -0.1
H 4.907282 1.253858 -3.908442 0.1 0.1 0.1
H -3.710055 0.822890 0.879376 0.0 -0.1 -0.1
H 3.391013 0.171208 -0.404352 0.0 0.2 -0.2
H -0.052676 4.068676 0.825068 -0.3 0.1 -0.3
H -3.015133 -3.904310 2.464643 0.0 -0.1 0.3
H -1.499473 -3.078040 1.091426 0.0 -0.2 -0.1
H -2.757190 -2.137104 0.348997 -0.3 0.0 0.0
H 2.631929 -1.250129 0.180616 -0.3 0.0 0.2
H 3.333123 1.712949 -6.296580 0.0 -0.1 -0.2
H -2.066546 2.919853 2.096292 0.3 0.1 0.4
H 4.006607 2.400993 -0.963692 0.4 -0.3 -0.1
H 4.322467 -5.563490 2.930731 0.0 0.0 0.0
H -5.146639 5.909510 2.231173 0.1 0.1 0.1
H 2.225942 1.717967 0.717094 0.0 0.0 -0.5
H -5.945220 1.361614 0.528311 0.1 -0.1 0.0
H 2.807942 -0.437991 2.056496 -0.1 0.1 -0.8
H -3.048694 -2.334024 3.337831 0.0 0.1 0.1
H -3.954414 0.881915 2.583326 0.0 -0.1 0.1
H 6.329813 -2.925371 1.124775 0.0 0.0 0.0
H -2.192273 -0.541982 2.376493 0.0 0.5 -0.1
H 3.169495 -2.241916 -1.667855 0.0 -0.1 0.1
H 2.183412 1.243791 -5.075219 -0.1 -0.1 0.1
H -5.329963 -3.352303 3.659806 -0.4 0.0 0.2
H 1.189353 0.632472 -2.675372 0.1 -0.3 0.0
H 5.943573 -5.181499 2.330572 0.0 0.0 0.0

[2]
85
Properties=species:S:1:pos:R:3:forces:R:3 method="wB97M-V/def2-TZVPD" smiles="O=C1CCCO1.O=C1CCCO1.O=C1CCCO1.O=C1CCCO1.O=C1CCCO1.O=C1CCCO1.C1CCOC1" e_tot_ev=-56364.05129 homo_ha=-0.343
O -2.372547 0.319993 1.379356 -0.4 -0.1 -0.1
O -0.720207 4.395733 -7.240194 -0.3 0.2 -0.2
O -4.042857 -6.919917 1.286286 1.3 -4.7 -0.4
O 5.619623 2.060573 -1.832894 -0.8 0.0 0.6
O -2.231117 -8.338507 1.137846 -2.5 1.3 0.2
O -0.233407 0.930683 1.760236 -2.7 -1.4 -2.4
O 7.338043 0.904023 -2.782654 -1.1 1.4 0.8
O 4.029023 6.079433 6.965096 1.4 -0.1 0.7
O 4.256293 -4.738197 0.716096 -0.5 -0.9 0.6
O 3.325843 7.891063 5.836066 1.7 -4.0 -0.6
O -13.377347 3.710823 0.099406 1.0 -1.4 -0.4
O 1.154873 5.519563 -7.805574 -0.6 -0.4 0.1
O -12.336967 2.120243 -1.052104 -2.9 -2.9 -3.3
C 0.590063 4.490293 -7.544454 0.6 1.1 0.5
C -12.395097 3.022523 -0.155354 -1.9 3.3 1.3
C 7.682863 3.032093 -1.756704 2.2 1.0 0.9
C 4.130463 -5.217537 2.066406 0.4 0.3 -0.6
C -3.611787 -8.095787 1.231646 0.1 2.6 0.4
C -4.312337 -9.514427 1.350356 -0.9 1.9 -0.1
C 4.071353 5.736453 4.696996 -0.1 0.9 -1.0
C -3.218227 -10.453547 1.670446 1.5 -0.5 0.5
C 4.285833 -3.931527 2.880206 -0.8 -0.8 1.7
C -11.167737 1.309573 -1.143344 -0.4 2.3 1.0
C 3.790953 6.724363 5.817376 -2.3 2.7 0.6
C 6.922823 3.535103 -0.579014 -1.7 1.7 0.7
C 5.092653 4.754673 5.268656 0.1 1.1 -0.8
C -3.129887 -0.347017 0.356976 -0.6 -0.1 -0.3
C -1.907947 -9.695987 1.376136 0.6 0.3 -0.5
C 5.457173 3.308543 -1.030874 1.7 -0.9 -0.7
C 6.920433 1.885133 -2.189544 -0.5 -2.6 -1.3
C 0.092633 2.131663 -7.478544 -1.3 0.5 0.9
C -10.228037 2.200603 -0.332424 1.7 -1.3 0.3
C -0.968817 0.051403 -0.467324 1.6 1.0 0.2
C -11.053607 3.248983 0.354826 0.8 0.8 1.3
C 5.247373 -3.078797 2.110486 -0.2 0.5 0.2
C 4.687903 4.798173 6.731946 -1.3 -0.7 0.0
C -2.171517 -0.762347 -0.763214 -0.1 -1.0 -0.5
C -1.164417 3.031193 -7.257274 0.4 -0.3 -1.4
C 1.198403 3.158573 -7.411344 1.5 -2.7 -0.4
C 4.999963 -3.518627 0.706146 -0.6 -0.8 -1.4
C -1.117857 0.471883 1.001236 3.7 1.6 1.4
H 7.197263 3.047323 0.356316 -0.3 -0.6 -0.2
H -11.087387 3.202223 1.443296 0.2 -0.2 0.0
H 5.153193 4.062263 -1.757244 -0.1 0.2 0.2
H 5.867153 -3.715397 0.075786 0.2 0.5 0.1
H 3.867363 4.093213 6.865606 0.1 -0.3 0.0
H 1.774783 2.950743 -6.509854 0.0 0.9 0.2
H -10.833677 1.362683 -2.179524 -0.4 -1.0 0.1
H -3.229427 -11.397767 1.126006 -0.2 0.0 0.2
H 6.235733 -3.255387 2.534816 0.2 0.3 -0.5
H -10.862467 4.302913 0.152846 0.5 -0.1 -0.3
H -9.807917 1.514913 0.403386 0.9 0.5 0.0
H -11.391007 0.371293 -0.635534 0.2 -0.2 -0.8
H -1.759407 2.845753 -6.363014 0.1 -0.1 -0.2
H 5.429913 4.519463 7.480186 0.1 0.8 -0.1
H 0.061003 1.387483 -6.682734 0.6 -0.1 -0.2
H -3.682787 -1.111067 0.903456 0.0 -0.2 -0.5
H -3.291497 -10.599937 2.748086 0.4 -0.6 -0.1
H -0.863057 0.936853 -1.094124 -0.6 0.5 0.2
H 3.291353 -3.519807 3.052266 -0.1 0.4 -0.6
H 3.179213 -5.724027 2.229796 -0.2 0.3 -0.3
H 0.001213 -0.389387 -0.697234 -0.1 -0.5 0.6
H -2.577067 -0.527397 -1.747304 -0.2 0.0 0.1
H -1.366467 -9.983107 0.474766 -0.2 -0.6 0.0
H -9.507687 2.553713 -1.070344 0.4 0.3 0.7
H -1.884707 -1.812647 -0.815324 -0.3 -0.1 0.4
H -1.700327 2.882623 -8.194734 -0.9 0.3 0.5
H 4.363083 6.351423 3.845636 0.4 -0.4 -0.2
H 7.783113 3.721633 -2.594904 -0.1 0.2 0.1
H -3.812607 0.338803 -0.144644 -0.3 0.3 0.7
H -4.915817 -9.778387 0.481886 0.3 0.4 -0.3
H 8.674953 2.718933 -1.431464 0.1 0.0 -0.5
H 3.195743 5.182883 4.357906 -0.5 0.3 0.4
H 6.997293 4.589033 -0.311074 0.4 0.2 -0.4
H 0.078143 1.656643 -8.459484 -0.3 -0.1 0.2
H 6.064993 5.175283 5.012286 0.3 -0.2 0.6
H -1.169357 -9.663237 2.177086 -0.2 -0.4 0.2
H 4.629203 -4.050237 3.907876 0.2 -0.5 0.0
H 4.743333 3.249823 -0.209234 -0.1 -0.6 -0.3
H 1.884293 2.897193 -8.217154 0.2 0.7 0.0
H 4.955073 -2.028737 2.116186 0.5 0.1 0.6
H -5.008177 -9.507237 2.189316 -0.1 0.5 -0.2
H 4.292443 -2.838527 0.231826 0.5 0.4 -0.3
H 5.025383 3.782173 4.781006 -0.1 0.0 0.4
H 4.872713 -6.006147 2.189896 0.5 0.2 0.5